C43H39BCsI2N8O | wB97M-V/def2-TZVPD

Geometry as XYZ:
```
95
Properties=species:S:1:pos:R:3:lowdin_charge:R:1
Cs -1.037 -0.138 0.149 0.95
C 4.316 0.004 2.849 -0.03
C 3.651 -0.004 1.515 -0.28
C 3.916 -0.764 0.395 0.01
C 2.936 -0.376 -0.540 -0.27
N 2.146 0.557 -0.022 0.10
N 2.593 0.787 1.226 0.02
B 1.974 1.858 2.146 -0.54
N 0.925 1.211 3.097 0.01
N 0.545 -0.079 3.018 0.09
C -0.320 -0.275 4.011 -0.27
C -0.504 0.910 4.746 0.02
C 0.305 1.836 4.119 -0.27
C 0.509 3.283 4.417 -0.01
C -0.962 -1.582 4.209 -0.16
C -1.526 -1.926 5.437 -0.04
C -2.144 -3.154 5.613 -0.10
C -2.209 -4.063 4.565 -0.10
C -1.649 -3.731 3.340 -0.07
C -1.033 -2.502 3.166 -0.05
N 1.309 2.974 1.327 0.00
N 0.156 2.756 0.656 0.08
C -0.123 3.885 0.025 -0.27
C 0.849 4.866 0.298 0.02
C 1.755 4.235 1.124 -0.29
C 3.022 4.764 1.712 -0.03
C -1.264 3.980 -0.905 -0.17
C -1.443 3.007 -1.886 -0.04
C -2.476 3.100 -2.804 -0.07
C -3.356 4.173 -2.750 -0.09
C -3.187 5.149 -1.778 -0.09
C -2.145 5.056 -0.864 -0.04
C 2.715 -0.876 -1.907 -0.16
C 3.482 -1.922 -2.415 -0.05
C 3.250 -2.418 -3.689 -0.10
C 2.245 -1.877 -4.477 -0.11
C 1.480 -0.828 -3.983 -0.08
C 1.715 -0.330 -2.714 -0.03
H 5.094 -0.758 2.877 0.07
H 3.596 -0.204 3.642 0.08
H 4.770 0.973 3.062 0.07
H 4.694 -1.502 0.288 0.10
H 2.852 2.348 2.816 0.11
H -1.155 1.082 5.587 0.10
H -0.022 3.545 5.332 0.08
H 0.135 3.910 3.605 0.08
H 1.568 3.515 4.550 0.07
H -1.470 -1.226 6.261 0.10
H -2.576 -3.405 6.574 0.10
H -2.696 -5.020 4.704 0.09
H -1.697 -4.425 2.510 0.10
H -0.589 -2.249 2.214 0.03
H 0.903 5.870 -0.090 0.10
H 3.169 5.791 1.379 0.08
H 3.884 4.173 1.400 0.08
H 2.996 4.754 2.802 0.07
H -0.750 2.176 -1.950 0.08
H -2.601 2.331 -3.556 0.09
H -4.170 4.240 -3.461 0.09
H -3.874 5.985 -1.724 0.10
H -2.020 5.817 -0.103 0.11
H 4.258 -2.362 -1.802 0.10
H 3.854 -3.237 -4.065 0.10
H 2.059 -2.267 -5.471 0.10
H 0.686 -0.402 -4.584 0.11
H 1.136 0.497 -2.324 0.09
I -5.094 1.738 -6.129 0.78
C -4.563 0.686 -4.401 -0.78
C -5.063 1.093 -3.170 -0.28
C -4.669 0.421 -2.034 -0.65
I -5.300 1.087 -0.161 0.88
C -3.803 -0.718 -2.045 -0.54
O -3.507 -1.351 -0.988 -0.28
C -3.289 -1.068 -3.338 -0.15
C -2.390 -2.274 -3.458 -0.18
N -1.349 -2.318 -2.433 -0.07
C -0.568 -3.527 -2.531 -0.19
C 0.483 -3.686 -1.458 -0.26
C 1.449 -4.681 -1.616 -0.04
C 2.418 -4.843 -0.647 -0.08
C 2.413 -3.995 0.452 -0.07
C 1.417 -3.040 0.534 -0.15
N 0.456 -2.898 -0.386 0.08
C -3.664 -0.371 -4.472 -0.14
H -5.730 1.941 -3.098 0.08
H -1.910 -2.268 -4.443 0.11
H -3.012 -3.188 -3.416 0.13
H -1.841 -2.294 -1.544 0.03
H -0.053 -3.537 -3.499 0.11
H -1.198 -4.437 -2.514 0.13
H 1.436 -5.301 -2.504 0.11
H 3.180 -5.606 -0.755 0.10
H 3.166 -4.057 1.226 0.10
H 1.390 -2.340 1.365 0.09
H -3.257 -0.667 -5.433 0.09
```

Total charge: -1
Gap between HOMO and LUMO, eV: 6.52
Energy above the lowest of the compared OMol25 structures with the same formula, charge and spin, kcal/mol: 2.4

C43H39CrFN3O3S2 | wB97M-V/def2-TZVPD

Geometry as XYZ:
```
92
Properties=species:S:1:pos:R:3:lowdin_charge:R:1
Cr -0.423 1.305 -0.239 0.85
C 3.305 -2.455 -1.017 -0.05
C 2.153 -1.501 -1.345 -0.36
C 1.212 -2.134 -2.381 -0.03
C 2.643 -0.181 -1.885 -0.15
C 3.479 -0.235 -2.996 -0.04
C 3.965 0.908 -3.592 -0.07
C 3.588 2.134 -3.081 -0.04
C 2.756 2.244 -1.974 -0.14
C 2.401 3.663 -1.556 -0.34
C 2.848 4.000 -0.129 -0.05
C 0.915 3.940 -1.823 -0.04
C 2.270 1.070 -1.348 -0.16
N 1.492 1.147 -0.127 -0.07
C 2.204 0.890 1.036 -0.24
C 3.581 0.595 1.057 -0.01
C 4.267 0.368 2.236 -0.08
C 3.616 0.410 3.460 -0.09
C 2.265 0.714 3.482 -0.01
C 1.606 0.961 2.301 -0.23
F 0.305 1.349 2.388 0.02
H 2.915 -3.360 -0.557 0.07
H 4.007 -1.990 -0.322 0.07
H 3.844 -2.761 -1.915 0.07
H 1.597 -1.332 -0.430 0.10
H 1.669 -2.122 -3.372 0.08
H 0.263 -1.599 -2.417 0.07
H 1.009 -3.168 -2.108 0.08
H 3.767 -1.199 -3.392 0.11
H 4.629 0.852 -4.444 0.10
H 3.958 3.037 -3.553 0.11
H 2.964 4.330 -2.212 0.12
H 2.418 3.323 0.602 0.04
H 2.552 5.021 0.121 0.08
H 3.934 3.926 -0.056 0.09
H 0.289 3.130 -1.456 0.03
H 0.743 4.024 -2.896 0.09
H 0.595 4.867 -1.344 0.08
H 4.117 0.562 0.119 0.12
H 5.329 0.162 2.196 0.10
H 4.151 0.231 4.381 0.10
H 1.710 0.778 4.409 0.12
O -2.226 -0.836 -1.775 -0.30
S -3.168 0.208 -1.487 0.63
O -4.030 0.583 -2.577 -0.30
N -2.276 1.472 -0.924 -0.21
C -2.967 2.633 -0.591 -0.25
C -4.254 3.006 -0.950 0.01
C -4.763 4.251 -0.557 -0.05
C -4.032 5.130 0.195 -0.04
C -2.742 4.768 0.626 -0.15
C -1.917 5.584 1.426 0.02
C -0.679 5.125 1.789 -0.02
C -0.248 3.869 1.357 -0.10
N -0.983 3.075 0.598 0.02
C -2.220 3.513 0.234 -0.14
C -4.288 -0.147 -0.114 -0.25
C -5.630 -0.341 -0.408 -0.06
C -6.555 -0.426 0.622 -0.07
C -6.144 -0.311 1.941 -0.08
C -4.798 -0.143 2.231 -0.06
C -3.869 -0.054 1.207 -0.05
H -4.845 2.356 -1.573 0.10
H -5.763 4.523 -0.868 0.11
H -4.417 6.106 0.458 0.11
H -2.277 6.552 1.749 0.12
H -0.018 5.722 2.401 0.11
H 0.726 3.504 1.647 0.10
H -5.936 -0.416 -1.442 0.11
H -7.602 -0.577 0.395 0.11
H -6.869 -0.352 2.743 0.10
H -4.460 -0.074 3.257 0.11
H -2.824 0.070 1.432 0.08
C 2.060 -8.915 -0.019 -0.08
C 1.519 -7.529 0.206 -0.75
O 2.113 -6.517 -0.041 0.03
S -0.130 -7.532 0.904 1.01
C -0.424 -5.778 1.044 -0.53
C 0.320 -5.035 1.951 -0.09
C 0.205 -3.655 1.969 -0.02
C -0.671 -3.014 1.091 -0.23
C -1.466 -3.782 0.231 -0.01
C -1.335 -5.159 0.199 -0.08
C -0.703 -1.594 0.926 -0.07
C -0.727 -0.421 0.606 -0.09
H 3.025 -8.991 0.482 0.09
H 2.227 -9.058 -1.087 0.09
H 1.379 -9.678 0.350 0.06
H 1.007 -5.534 2.622 0.11
H 0.814 -3.066 2.643 0.12
H -2.130 -3.263 -0.445 0.11
H -1.916 -5.751 -0.496 0.11
```

Total charge: 0
2S+1: 2
Gap between HOMO and LUMO (alpha / beta), eV: 6.87 / 6.98
Energy above the lowest of the compared OMol25 structures with the same formula, charge and spin, kcal/mol: 18.1